[1]
# C43H45N8O5P

A cluster of 9 separate species, C43H45N8O5P in total (ωB97M-V/def2-TZVPD, the Open Molecules 2025 dataset).

```
! wB97M-V def2-TZVPD RIJCOSX def2/J DEFGRID3
* xyz 0 1
O 1.287 -1.923 1.185
C 0.967 -2.830 0.468
C 0.237 -2.545 -0.817
O -0.431 -3.724 -1.281
C 0.059 -4.271 -2.394
O 0.368 -5.426 -2.458
O 0.106 -3.452 -3.499
P 1.602 -2.963 -3.949
O 2.170 -3.642 -5.103
H 1.156 -3.886 0.709
H 0.930 -2.115 -1.529
H -0.515 -1.798 -0.619
H 1.445 -1.585 -4.157
H 2.399 -3.084 -2.795
C -1.064 -0.982 5.737
C -0.174 -1.097 4.683
C -0.657 -1.522 3.457
N -1.934 -1.827 3.228
C -2.777 -1.708 4.252
C -2.398 -1.294 5.520
H -0.727 -0.646 6.710
H 0.869 -0.857 4.799
H 0.010 -1.606 2.607
H -3.811 -1.956 4.035
H -3.130 -1.210 6.311
C -1.441 3.615 2.956
C -1.371 2.243 3.124
C -2.559 1.531 3.225
N -3.766 2.094 3.173
C -3.812 3.416 3.011
C -2.688 4.219 2.897
H -0.538 4.207 2.873
H -0.419 1.731 3.178
H -2.545 0.454 3.354
H -4.807 3.847 2.972
H -2.788 5.287 2.766
C -7.626 0.137 0.988
C -8.340 0.545 -0.128
C -7.766 1.489 -0.966
N -6.567 2.029 -0.759
C -5.897 1.626 0.319
C -6.377 0.686 1.220
H -8.039 -0.598 1.667
H -9.320 0.142 -0.345
H -8.288 1.834 -1.851
H -4.925 2.084 0.464
H -5.784 0.399 2.077
C 6.494 -0.940 -6.652
C 5.719 -2.083 -6.563
C 5.156 -2.406 -5.338
N 5.321 -1.675 -4.234
C 6.073 -0.579 -4.340
C 6.678 -0.168 -5.516
H 6.950 -0.654 -7.592
H 5.551 -2.714 -7.425
H 4.540 -3.288 -5.226
H 6.195 -0.005 -3.428
H 7.276 0.732 -5.541
C -4.421 -4.560 -3.863
C -5.274 -3.897 -4.728
C -4.836 -2.717 -5.307
N -3.641 -2.180 -5.076
C -2.831 -2.829 -4.241
C -3.172 -4.019 -3.612
H -4.724 -5.486 -3.391
H -6.259 -4.286 -4.951
H -5.471 -2.166 -5.992
H -1.871 -2.365 -4.075
H -2.481 -4.510 -2.943
C -0.331 3.565 -0.752
C 0.667 2.915 -0.044
C 0.878 1.569 -0.292
N 0.173 0.862 -1.175
C -0.786 1.502 -1.843
C -1.076 2.846 -1.672
H -0.528 4.617 -0.587
H 1.268 3.437 0.688
H 1.646 1.017 0.237
H -1.348 0.899 -2.549
H -1.865 3.314 -2.243
C 5.907 1.571 -1.034
C 5.058 0.483 -0.921
C 4.336 0.334 0.252
N 4.412 1.175 1.282
C 5.235 2.214 1.157
C 6.000 2.459 0.026
H 6.488 1.727 -1.933
H 4.953 -0.236 -1.723
H 3.655 -0.501 0.384
H 5.279 2.882 2.011
H 6.650 3.321 -0.021
C 3.768 3.052 5.816
C 4.014 2.188 4.762
C 2.980 1.378 4.321
N 1.759 1.381 4.857
C 1.541 2.218 5.869
C 2.504 3.071 6.384
H 4.549 3.702 6.190
H 4.986 2.142 4.290
H 3.129 0.691 3.494
H 0.538 2.197 6.284
H 2.269 3.731 7.208
*
```

Summary:
Electronic energy in hartree: -2821.1156
HOMO in hartree: -0.34247
SMILES: O=CCOC(=O)O[PH2]=O.c1ccncc1.c1ccncc1.c1ccncc1.c1ccncc1.c1ccncc1.c1ccncc1.c1ccncc1.c1ccncc1
Kohn-Sham gap in eV: 9.71

Mulliken population analysis, charges in e, atoms 1 to 2:
1. O -0.520
2. C -0.246

---

[2]
# C43H46FN9OS2SiTc

A structure of composition C43H46FN9OS2SiTc (ωB97M-V/def2-TZVPD, the Open Molecules 2025 dataset).

```
! wB97M-V def2-TZVPD RIJCOSX def2/J DEFGRID3
* xyz 2 4
Tc 1.390 -1.203 1.565
C 4.192 1.167 -2.756
C 2.957 1.792 -2.632
C 2.212 1.656 -1.473
C 2.709 0.878 -0.424
C 3.940 0.235 -0.560
C 4.682 0.386 -1.717
N 1.937 0.666 0.739
C 1.223 1.678 1.292
C 1.483 3.056 1.102
C 0.706 3.979 1.748
C -0.352 3.583 2.593
C -0.616 2.249 2.817
C 0.176 1.311 2.182
N 0.024 -0.078 2.362
N -0.874 -0.508 3.171
C -0.811 -1.879 3.279
C -1.726 -2.565 4.073
C -1.627 -3.932 4.156
C -0.617 -4.598 3.452
C 0.264 -3.869 2.695
N 0.175 -2.522 2.609
H 4.770 1.284 -3.664
H 2.564 2.384 -3.448
H 1.223 2.093 -1.393
H 4.330 -0.369 0.249
H 5.643 -0.104 -1.807
H 2.313 3.364 0.482
H 0.919 5.033 1.623
H -0.950 4.336 3.088
H -1.413 1.923 3.471
H -2.490 -2.002 4.591
H -2.328 -4.492 4.762
H -0.514 -5.673 3.500
H 1.065 -4.336 2.138
C -2.196 -2.127 0.473
Si -0.879 -2.472 -0.778
C -1.358 -1.746 -2.422
C -0.660 -4.305 -0.936
N 0.746 -1.877 -0.211
C 1.845 -2.267 -1.016
C 1.888 -2.250 -2.415
C 3.000 -2.721 -3.095
C 4.102 -3.233 -2.416
C 4.105 -3.246 -1.027
C 2.992 -2.748 -0.412
F 2.986 -2.668 0.998
H -3.149 -2.268 -0.049
H -2.180 -1.105 0.856
H -2.186 -2.839 1.302
H -2.442 -1.596 -2.430
H -1.116 -2.418 -3.250
H -0.892 -0.775 -2.591
H -1.550 -4.747 -1.396
H -0.528 -4.774 0.043
H 0.197 -4.567 -1.562
H 1.046 -1.857 -2.967
H 3.002 -2.695 -4.177
H 4.956 -3.613 -2.959
H 4.939 -3.619 -0.446
N 6.321 -1.131 6.784
C 5.230 -1.891 6.612
S 4.875 -3.248 7.445
C 4.323 -1.464 5.496
C 4.818 -1.080 4.256
C 3.935 -0.835 3.225
N 2.601 -0.929 3.362
C 2.130 -1.222 4.594
C 2.945 -1.501 5.663
H 6.970 -1.385 7.513
H 6.423 -0.227 6.353
H 5.882 -1.011 4.071
H 4.299 -0.541 2.251
H 1.057 -1.218 4.716
H 2.520 -1.763 6.622
C -5.568 5.558 -1.183
C -4.414 4.602 -0.906
C -3.917 3.955 -2.188
N -2.703 3.150 -1.967
C -2.637 1.907 -1.497
S -1.310 1.320 -0.633
N -3.701 1.065 -1.718
C -4.616 0.921 -2.791
O -5.617 0.282 -2.590
C -4.254 1.471 -4.125
C -2.931 1.579 -4.539
C -2.650 2.027 -5.821
C -3.686 2.379 -6.677
C -5.008 2.270 -6.259
C -5.292 1.805 -4.987
H -5.941 6.002 -0.261
H -6.404 5.041 -1.661
H -5.258 6.371 -1.842
H -4.730 3.816 -0.213
H -3.585 5.133 -0.426
H -3.670 4.709 -2.935
H -4.692 3.337 -2.623
H -1.861 3.676 -1.783
H -3.790 0.325 -1.037
H -2.122 1.297 -3.873
H -1.623 2.098 -6.155
H -3.464 2.734 -7.675
H -5.814 2.537 -6.930
H -6.316 1.688 -4.652
*
```

Summary:
⟨S²⟩: 3.959
Electronic energy in hartree: -3500.3581
HOMO (alpha / beta) in hartree: -0.46941 / -0.46934
Kohn-Sham gap (alpha / beta) in eV: 6.23 / 5.07

Mulliken population analysis, charges in e, atoms 1 to 2:
1. Tc -1.319
2. C -0.750

---

[3]
# C43H46Ge2N3O3SZr

A structure of composition C43H46Ge2N3O3SZr (ωB97M-V/def2-TZVPD, the Open Molecules 2025 dataset).

```
! wB97M-V def2-TZVPD RIJCOSX def2/J DEFGRID3
* xyz 2 2
Zr 0.973 0.972 0.846
C -6.322 3.017 2.631
O -5.231 2.719 1.717
C -5.509 2.014 0.665
C -6.743 1.422 0.351
C -6.911 0.803 -0.873
C -5.878 0.589 -1.798
C -4.663 1.200 -1.455
C -4.494 1.910 -0.280
N -3.161 2.305 0.120
C -2.062 1.518 0.152
N -2.313 0.228 -0.230
C -1.472 -0.830 -0.534
C -0.122 -0.798 -0.269
C 0.652 -2.076 -0.469
C 0.059 -3.179 -1.119
C -1.286 -3.060 -1.523
C -2.039 -1.985 -1.057
O -3.363 -1.836 -1.188
C -4.117 -2.959 -1.649
N -0.893 2.037 0.309
C -0.783 3.343 0.919
C -1.115 4.556 0.342
C -1.284 5.668 1.137
C -1.014 5.646 2.466
C -0.415 4.482 3.018
C -0.330 3.375 2.235
O 0.213 2.166 2.739
C -0.744 1.494 3.734
H -5.862 3.441 3.512
H -6.863 2.119 2.876
H -6.992 3.780 2.140
H -7.644 1.476 0.977
H -7.891 0.401 -1.105
H -6.013 0.053 -2.723
H -3.876 1.098 -2.176
H -2.941 3.277 0.434
H -3.303 -0.022 -0.363
H 1.566 -2.206 0.207
H 0.572 -4.115 -1.215
H -1.757 -3.916 -1.989
H -5.138 -2.604 -1.545
H -3.933 -3.833 -1.046
H -3.968 -3.144 -2.703
H -1.447 4.528 -0.700
H -1.609 6.538 0.693
H -1.261 6.422 3.170
H -0.183 4.393 4.133
H -1.310 0.719 3.220
H -1.355 2.198 4.229
H -0.147 0.962 4.487
S 1.074 -0.845 2.530
C 2.235 -0.399 3.873
C 1.865 -0.595 5.202
C 2.784 -0.368 6.211
C 4.057 0.160 5.946
C 4.375 0.349 4.593
C 3.506 0.033 3.575
H 0.906 -0.975 5.478
H 2.473 -0.601 7.263
H 4.783 0.294 6.693
H 5.335 0.694 4.225
H 3.835 0.005 2.585
C 3.069 -0.667 -5.451
Ge 1.784 -1.975 -4.624
C -0.056 -1.353 -4.749
C 1.918 -3.895 -5.072
Ge 2.279 -1.738 -2.041
C 2.473 0.116 -1.152
C 3.393 0.341 -0.158
C 3.278 1.508 0.626
C 2.574 2.611 0.024
C 1.834 2.478 -1.128
C 1.591 1.197 -1.600
C 3.700 -2.878 -1.342
C 3.494 -3.636 -0.179
C 4.405 -4.584 0.218
C 5.462 -4.871 -0.667
C 5.792 -3.983 -1.730
C 4.857 -3.019 -2.080
H 4.022 -1.201 -5.502
H 3.219 0.222 -4.831
H 2.892 -0.379 -6.515
H -0.135 -1.284 -5.809
H -0.329 -0.405 -4.232
H -0.736 -2.117 -4.387
H 1.208 -4.216 -5.823
H 1.890 -4.411 -4.119
H 2.933 -4.075 -5.439
H 4.102 -0.338 0.116
H 3.980 1.666 1.493
H 2.707 3.594 0.570
H 1.320 3.306 -1.545
H 0.832 0.958 -2.235
H 2.622 -3.601 0.461
H 4.218 -5.255 1.049
H 6.067 -5.765 -0.573
H 6.715 -4.104 -2.335
H 5.121 -2.305 -2.864
*
```

Summary:
⟨S²⟩: 0.755
Relative energy (zero: lowest compared OMol25 entry of this formula, charge and spin) in kcal/mol: 0.0
Electronic energy in hartree: -6654.6620
HOMO (alpha / beta) in hartree: -0.42846 / -0.45959
Kohn-Sham gap (alpha / beta) in eV: 6.28 / 6.53

Mulliken population analysis, charges in e, atoms 1 to 2:
1. Zr -0.146
2. C -0.882

---

[4]
# C43H47AsN5Pd

A structure of composition C43H47AsN5Pd (ωB97M-V/def2-TZVPD, the Open Molecules 2025 dataset).

```
! wB97M-V def2-TZVPD RIJCOSX def2/J DEFGRID3
* xyz 1 1
Pd 0.357 -1.816 0.182
C 0.460 -3.833 2.864
C 0.633 -4.954 1.838
C 1.707 -4.700 0.818
C 2.715 -5.638 0.608
C 3.698 -5.396 -0.334
C 3.660 -4.214 -1.058
C 2.629 -3.332 -0.806
N 1.680 -3.567 0.107
N -0.368 -2.689 2.450
C -1.794 -3.017 2.348
C -2.309 -3.247 0.936
C -3.671 -3.181 0.669
C -4.132 -3.578 -0.574
C -3.220 -4.046 -1.511
C -1.880 -4.022 -1.182
N -1.425 -3.607 0.004
C -0.100 -1.587 3.367
C 1.118 -0.777 2.970
C 1.566 0.232 3.812
C 2.691 0.955 3.465
C 3.362 0.628 2.294
C 2.858 -0.392 1.516
N 1.751 -1.074 1.833
H 1.448 -3.444 3.117
H 0.031 -4.271 3.775
H -0.304 -5.123 1.311
H 0.882 -5.867 2.378
H 2.716 -6.555 1.180
H 4.484 -6.120 -0.506
H 4.405 -3.982 -1.805
H 2.547 -2.406 -1.366
H -2.397 -2.231 2.802
H -2.010 -3.937 2.908
H -4.357 -2.831 1.431
H -5.187 -3.530 -0.809
H -3.540 -4.410 -2.477
H -1.126 -4.342 -1.893
H 0.058 -1.954 4.391
H -0.954 -0.914 3.400
H 1.034 0.437 4.733
H 3.053 1.751 4.102
H 4.259 1.150 1.991
H 3.365 -0.698 0.609
C 4.408 5.325 -2.107
C 3.403 4.399 -1.479
C 2.535 4.834 -0.488
C 1.588 3.989 0.069
C 0.741 4.491 1.213
C 1.454 2.668 -0.400
As 0.068 1.620 0.554
N -0.218 0.071 -0.398
C -0.428 -0.096 -1.743
C -0.772 0.915 -2.653
C -0.969 0.616 -3.989
C -0.843 -0.684 -4.466
C -0.490 -1.695 -3.585
C -0.272 -1.401 -2.255
C -1.742 2.427 0.144
C -2.099 3.396 -0.797
C -1.153 4.137 -1.713
C -3.445 3.746 -0.946
C -4.452 3.187 -0.188
C -5.892 3.577 -0.372
C -4.084 2.243 0.765
C -2.765 1.858 0.940
C -2.493 0.818 1.999
C 2.408 2.181 -1.309
C 2.550 0.738 -1.731
C 3.345 3.063 -1.843
H 4.333 6.327 -1.687
H 4.248 5.390 -3.184
H 5.423 4.958 -1.947
H 2.603 5.858 -0.135
H 0.978 5.528 1.443
H 0.936 3.889 2.106
H -0.327 4.422 1.002
H -0.877 1.926 -2.299
H -1.223 1.417 -4.673
H -1.004 -0.906 -5.512
H -0.373 -2.713 -3.941
H 0.056 -2.184 -1.546
H -0.121 3.822 -1.628
H -1.203 5.206 -1.495
H -1.471 4.010 -2.750
H -3.697 4.486 -1.699
H -5.997 4.332 -1.149
H -6.302 3.976 0.556
H -6.492 2.709 -0.652
H -4.849 1.793 1.390
H -3.422 0.551 2.507
H -1.786 1.197 2.740
H -2.072 -0.079 1.540
H 2.069 0.065 -1.029
H 3.611 0.484 -1.778
H 2.124 0.567 -2.721
H 4.062 2.680 -2.563
*
```

Summary:
Electronic energy in hartree: -4303.9616
HOMO (alpha / beta) in hartree: -0.35158 / -0.35158
Kohn-Sham gap (alpha / beta) in eV: 5.95 / 5.95

Mulliken population analysis, charges in e, atoms 1 to 2:
1. Pd -0.455
2. C -1.204

---

The highest electronic energy belongs to which entry? C43H45N8O5P

---

Look up the electronic energy of the second one. -3500.3581 hartree

---

The lowest electronic energy belongs to which entry? C43H46Ge2N3O3SZr

---

electronic energy of number 1 (C43H45N8O5P)? -2821.1156 hartree